One molecule with the formula C25H30N4O4, computed with ωB97M-V/def2-TZVPD.

Positions of all 63 atoms, in Å:
C -4.2323 -2.1562 -0.4049
C -4.2400 -0.8111 -1.1229
C -4.1180 0.4031 -0.1850
C -4.0647 1.6931 -1.0105
C -5.2804 0.4743 0.8038
N -2.8901 0.2845 0.6037
C -1.6519 0.2649 0.0950
O -1.3750 0.2383 -1.0876
C -0.5390 0.2226 1.1692
C 0.0370 -1.1631 1.2516
C 0.1518 -1.8001 2.4778
C 0.7140 -3.0654 2.5453
C 1.1714 -3.6907 1.4051
C 1.0508 -3.0597 0.1657
O 1.5388 -3.7405 -0.9060
C 1.4788 -3.1234 -2.1708
C 0.4671 -1.8027 0.0943
N 0.4495 1.2468 0.8100
C -0.0293 2.5238 0.8370
O -1.1719 2.7687 1.1898
C 0.9195 3.5954 0.4965
C 0.6409 4.8497 -0.0199
C 1.8838 5.4851 -0.1063
N 2.8486 4.6997 0.3351
N 2.2628 3.5668 0.6907
C 1.6170 0.8739 0.1046
C 1.7492 1.1806 -1.2469
C 2.8783 0.7639 -1.9226
C 3.8734 0.0421 -1.2814
C 3.7462 -0.2595 0.0708
O 4.6512 -0.9541 0.8076
C 5.7923 -1.4689 0.1634
C 2.6142 0.1717 0.7624
H -3.3426 -2.2542 0.2140
H -5.1115 -2.2781 0.2230
H -4.2271 -2.9617 -1.1354
H -3.3995 -0.7780 -1.8164
H -5.1600 -0.7080 -1.7008
H -5.0054 1.8486 -1.5316
H -3.2618 1.6326 -1.7394
H -3.8714 2.5419 -0.3584
H -5.2144 1.3879 1.3914
H -6.2256 0.4796 0.2678
H -5.2704 -0.3766 1.4803
H -2.9903 0.4571 1.5908
H -0.9518 0.5172 2.1409
H -0.1857 -1.3089 3.3787
H 0.8054 -3.5611 3.5001
H 1.6262 -4.6676 1.4448
H 1.9371 -3.8282 -2.8630
H 2.0369 -2.1810 -2.1831
H 0.4460 -2.9336 -2.4776
H 0.3348 -1.3012 -0.8498
H -0.3203 5.2303 -0.2946
H 2.1075 6.4708 -0.4617
H 2.8108 2.8125 1.0746
H 0.9577 1.7094 -1.7532
H 2.9853 0.9892 -2.9729
H 4.7350 -0.2800 -1.8438
H 6.3514 -1.9960 0.9346
H 5.5206 -2.1720 -0.6301
H 6.4150 -0.6701 -0.2520
H 2.5236 -0.0743 1.8084

Computed properties:
* E_LUMO: 0.64 eV
* spin multiplicity: 1
* Kohn-Sham gap: 9.236 eV
* energy relative to the best compared isomer or geometry (same formula, charge and spin): 35.7 kcal per mole

=====

C25H30NO6RbS as an isolated structure in a non-equilibrium geometry, computed with ωB97M-V/def2-TZVPD.

Positions of all 64 atoms, in Å:
Rb -0.8676 1.9666 -0.7448
C 2.6740 2.4410 -0.9258
O 1.8754 2.8100 0.1885
C 2.1409 4.1055 0.6787
C 1.6847 5.2021 -0.2620
O 0.3407 5.0640 -0.6794
C -0.6102 5.2559 0.3519
C -1.9439 5.5300 -0.2845
O -2.3370 4.4068 -1.0434
C -3.5154 4.6449 -1.7845
H 3.7412 2.5048 -0.6851
H 2.4714 3.0707 -1.7990
H 2.4173 1.4091 -1.1463
H 3.2136 4.2441 0.8710
H 1.6281 4.1717 1.6390
H 2.2832 5.2079 -1.1718
H 1.8341 6.1694 0.2375
H -0.3372 6.1214 0.9685
H -0.6722 4.3788 1.0073
H -1.8640 6.4131 -0.9297
H -2.6863 5.7379 0.4957
H -4.3316 4.9679 -1.1313
H -3.8024 3.7097 -2.2593
H -3.3492 5.4060 -2.5530
O -3.7912 -2.0989 1.1557
C -2.6981 -1.9995 1.9698
C -2.4085 -2.9771 2.9157
C -1.2889 -2.8520 3.7235
C -0.4728 -1.7332 3.6101
C -0.7981 -0.7479 2.6845
C -1.8951 -0.8692 1.8402
C -2.1700 0.1876 0.7854
O -2.2016 -0.1945 -0.4054
O -2.2711 1.3723 1.2036
H -4.2372 -2.9339 1.3398
H -3.0610 -3.8406 3.0095
H -1.0631 -3.6260 4.4464
H 0.3913 -1.6178 4.2512
H -0.1983 0.1526 2.6127
N 0.9690 -0.2515 -0.3708
S 0.7505 -1.3991 -1.4244
C -0.3239 -2.7187 -0.8629
C 0.0249 -3.4966 0.2332
C -0.8066 -4.5348 0.6150
C -1.9745 -4.7888 -0.0978
C -2.3252 -3.9913 -1.1775
C -1.4998 -2.9417 -1.5610
C 2.2464 -2.4106 -1.5381
C 2.2558 -3.5637 -2.3169
C 3.4237 -4.2968 -2.4357
C 4.5790 -3.8827 -1.7772
C 4.5592 -2.7309 -1.0069
C 3.3893 -1.9818 -0.8903
H 1.0761 -0.6190 0.5760
H 0.9383 -3.2981 0.7830
H -0.5454 -5.1445 1.4704
H -2.6144 -5.6117 0.1954
H -3.2472 -4.1749 -1.7139
H -1.7813 -2.2850 -2.3738
H 1.3498 -3.8981 -2.8099
H 3.4334 -5.1976 -3.0364
H 5.4894 -4.4616 -1.8670
H 5.4558 -2.4096 -0.4916
H 3.3540 -1.0723 -0.3017

Computed properties:
* E_LUMO: 0.29 eV
* spin multiplicity: 1
* Kohn-Sham gap: 7.986 eV
* energy relative to the best compared isomer or geometry (same formula, charge and spin): 8.7 kcal per mole

=====

C25H31Cl2O7Yb as an isolated structure in a non-equilibrium geometry, computed with ωB97M-V/def2-TZVPD.

Positions of all 66 atoms, in Å:
C 0.6103 -3.2242 -0.9168
C 0.8990 -1.7603 -1.2765
C -0.0562 -3.2382 0.4646
C 0.2319 -1.9151 1.2103
H 0.3797 -4.0605 1.0335
H -1.1303 -3.4396 0.3565
C 1.3396 -1.1080 0.0065
H -0.0298 -1.3038 -1.6473
H 1.6552 -1.7576 -2.0775
C 1.9450 0.3566 -0.1311
H 2.2428 -1.6676 0.3396
H 0.9783 -2.0839 2.0065
C -0.9901 -1.4727 1.9063
C -0.2059 -3.8880 -2.0199
C 1.8454 -4.1207 -0.9359
O 2.1297 -4.9716 -0.1060
O -0.9554 -3.2734 -2.7650
O -0.0130 -5.2131 -2.1282
O 2.6045 -3.9371 -2.0262
C 3.6627 -4.8967 -2.0881
H 4.2279 -4.6498 -2.9855
H 3.2278 -5.9009 -2.1548
H 4.2876 -4.8326 -1.1902
C -0.7748 -5.8164 -3.1774
H -1.8444 -5.6225 -3.0483
H -0.5688 -6.8832 -3.1105
H -0.4679 -5.4337 -4.1573
O 1.4139 1.4699 -0.7936
H 2.8897 0.2001 -0.6927
H 2.2199 0.6733 0.8990
C -0.9048 -0.8513 3.2464
C -2.2200 -1.2682 1.1123
H -2.9846 -2.0381 1.3180
H -1.9742 -1.2993 0.0409
H -2.6831 -0.2871 1.3141
H -1.5068 0.0700 3.2955
H 0.1280 -0.5530 3.4790
H -1.2584 -1.5176 4.0522
Yb -0.0083 2.6669 0.0257
C 0.6212 5.2254 1.5131
C 1.4730 4.2478 2.1018
C 2.3112 3.7217 1.0749
H 1.5155 3.9853 3.1554
C 1.9942 4.3949 -0.1450
C 0.9434 5.3231 0.1295
H 0.4896 6.0143 -0.5833
H -0.1166 5.8278 2.0430
H 3.0841 2.9680 1.2104
H 2.4800 4.2282 -1.1065
C -2.7665 2.7727 -1.1438
C -2.0278 3.9202 -1.5422
C -0.8887 3.4836 -2.2864
H -2.3098 4.9563 -1.3555
C -0.9232 2.0536 -2.3358
C -2.0803 1.6111 -1.6172
H -2.4019 0.5786 -1.5024
H -3.7212 2.7734 -0.6221
H -0.1327 4.1217 -2.7457
H -0.2036 1.4089 -2.8305
Cl -3.3322 2.3932 4.3761
C -2.4806 3.7714 3.6633
Cl -1.0454 4.2378 4.6145
C -2.0092 3.4443 2.2191
O -2.2994 4.3812 1.4416
O -1.3580 2.3715 1.9661
H -3.1571 4.6333 3.6293

Computed properties:
* E_LUMO: 4.17 eV
* ⟨S²⟩: 0.751
* spin multiplicity: 2
* net charge: -2
* Kohn-Sham gap: 2.555 eV

=====

C25H31CoNOS as an isolated structure in a non-equilibrium geometry, computed with ωB97M-V/def2-TZVPD.

Positions of all 60 atoms, in Å:
Co -1.6297 -1.0605 0.6939
C -3.7610 -1.5748 1.0813
C -3.1011 -1.6388 2.3483
C -2.6037 -0.3435 2.6476
C -2.9747 0.5266 1.5695
C -3.7198 -0.2216 0.6310
C -4.4464 0.3304 -0.5545
C -2.7563 2.0046 1.5564
C -2.0993 0.1259 3.9768
C -3.1064 -2.8013 3.2889
C -4.5810 -2.6693 0.4667
H -4.6070 -0.4383 -1.3056
H -3.8931 1.1445 -1.0192
H -5.4173 0.7244 -0.2464
H -1.7847 2.2555 1.9797
H -3.5211 2.5109 2.1469
H -2.8090 2.3908 0.5414
H -1.6955 -0.6926 4.5690
H -2.9301 0.5724 4.5324
H -1.3275 0.8852 3.8658
H -2.1569 -2.8762 3.8111
H -3.2747 -3.7362 2.7627
H -3.8949 -2.6666 4.0334
H -5.5072 -2.2689 0.0581
H -4.8315 -3.4183 1.2131
H -4.0440 -3.1689 -0.3408
C 1.5511 0.7705 -2.8038
C 0.3655 1.5071 -2.1748
C 0.8383 2.5421 -1.1420
C -0.4687 2.1768 -3.2795
C -0.4934 0.5740 -1.4767
N -1.2505 -0.0991 -0.9157
H 2.1544 1.4747 -3.3740
H 1.1969 -0.0035 -3.4798
H 2.1677 0.2980 -2.0422
H 1.4298 3.3165 -1.6246
H 1.4413 2.0690 -0.3702
H -0.0188 3.0093 -0.6627
H 0.1132 2.9617 -3.7555
H -1.3776 2.6106 -2.8685
H -0.7463 1.4479 -4.0382
C 5.7728 2.3280 -1.4397
C 6.2933 1.1702 -0.6592
O 6.6593 1.1777 0.4725
S 6.2712 -0.3840 -1.6403
C 4.8436 -1.1319 -0.8704
C 3.9470 -1.7830 -1.7125
C 2.7573 -2.2606 -1.2040
C 2.4362 -2.0618 0.1455
C 3.3936 -1.4896 0.9911
C 4.5961 -1.0362 0.4918
C 1.1099 -2.2197 0.5932
C -0.0784 -2.1139 0.8778
H 5.9239 3.2577 -0.8955
H 4.7046 2.1785 -1.5983
H 6.2504 2.3657 -2.4163
H 4.1741 -1.8813 -2.7653
H 2.0402 -2.7394 -1.8552
H 3.1637 -1.3633 2.0374
H 5.3123 -0.5641 1.1484

Computed properties:
* E_LUMO (alpha / beta): 0.36 / 0.36 eV
* ⟨S²⟩: 1.034
* spin multiplicity: 2
* Kohn-Sham gap (alpha / beta): 7.348 / 7.757 eV